Entry 1:
Entry from the OMol25 dataset: C37H61Br12F24O15P3 as an isolated structure at a distorted geometry (ωB97M-V/def2-TZVPD).

Element x y z (Å)
C: 7.834 -20.698 5.189
C: 7.720 -22.090 4.584
O: 6.386 -22.515 4.308
P: 6.189 -24.174 4.138
O: 6.122 -24.916 5.435
O: 7.473 -24.681 3.175
C: 7.351 -25.877 2.399
C: 6.920 -25.698 0.874
O: 4.982 -24.352 3.014
C: 3.704 -24.897 3.452
C: 3.114 -25.405 2.075
H: 7.349 -20.604 6.160
H: 8.871 -20.412 5.361
H: 7.455 -20.035 4.411
H: 8.347 -22.120 3.693
H: 8.234 -22.805 5.227
H: 8.325 -26.366 2.391
H: 6.678 -26.608 2.847
H: 5.849 -25.505 0.809
H: 7.625 -25.077 0.322
H: 6.994 -26.647 0.341
H: 4.015 -25.742 4.066
H: 3.213 -24.158 4.085
H: 3.763 -26.108 1.553
H: 2.187 -25.927 2.310
H: 2.888 -24.616 1.358
C: 8.507 -19.863 0.876
C: 9.963 -19.921 1.097
O: 10.065 -20.868 2.188
P: 11.379 -21.804 2.168
O: 12.724 -21.052 2.127
O: 11.156 -22.794 3.490
C: 12.281 -23.332 4.209
C: 11.673 -24.304 5.292
O: 11.037 -22.831 0.906
C: 10.441 -24.119 0.923
C: 11.543 -25.072 0.855
H: 8.169 -20.837 0.522
H: 8.095 -19.525 1.827
H: 8.254 -19.096 0.144
H: 10.485 -20.206 0.184
H: 10.095 -18.860 1.309
H: 12.991 -24.024 3.756
H: 12.836 -22.467 4.572
H: 11.050 -23.762 6.003
H: 11.069 -25.008 4.719
H: 12.432 -24.962 5.715
H: 9.792 -24.190 1.795
H: 9.724 -24.248 0.112
H: 12.132 -25.052 -0.062
H: 12.125 -25.072 1.777
H: 11.008 -26.022 0.856
C: 15.916 -16.697 12.981
C: 16.635 -18.026 13.017
O: 15.903 -19.077 13.713
P: 15.363 -20.332 12.780
O: 14.645 -19.922 11.556
O: 16.771 -21.157 12.500
C: 16.789 -22.355 11.777
C: 16.999 -21.995 10.316
O: 14.455 -21.215 13.735
C: 14.974 -21.685 15.078
C: 14.814 -23.256 15.408
H: 16.248 -16.109 13.836
H: 15.974 -16.030 12.121
H: 14.855 -16.917 13.103
H: 16.783 -18.300 11.972
H: 17.611 -17.943 13.495
H: 17.640 -22.915 12.165
H: 15.929 -22.991 11.983
H: 16.107 -21.561 9.864
H: 17.646 -21.137 10.132
H: 17.326 -22.782 9.636
H: 16.000 -21.360 15.256
H: 14.375 -21.057 15.737
H: 15.045 -23.547 16.433
H: 13.830 -23.650 15.153
H: 15.705 -23.632 14.907
C: 8.259 -20.697 11.929
C: 9.761 -20.964 12.252
C: 10.616 -19.781 11.748
F: 10.389 -19.427 10.439
F: 10.611 -18.693 12.512
F: 9.990 -21.038 13.556
F: 10.163 -22.166 11.768
O: 7.332 -21.741 12.409
C: 6.397 -22.254 11.477
C: 5.254 -23.087 12.117
F: 4.456 -23.591 11.160
F: 5.640 -24.100 12.874
F: 5.803 -21.257 10.787
F: 7.113 -23.045 10.685
H: 8.202 -20.633 10.842
H: 7.969 -19.781 12.443
H: 11.638 -20.115 11.927
H: 4.726 -22.432 12.811
C: 12.729 -17.917 8.629
C: 13.354 -16.476 8.689
C: 13.272 -16.117 10.244
F: 13.849 -14.994 10.530
F: 12.092 -16.048 10.856
F: 14.633 -16.625 8.425
F: 12.789 -15.470 7.978
O: 12.803 -18.488 7.338
C: 11.700 -18.499 6.410
C: 12.372 -19.196 5.206
F: 11.731 -19.108 4.064
F: 13.674 -18.760 4.970
F: 10.548 -19.021 6.881
F: 11.564 -17.222 6.100
H: 11.703 -17.873 8.994
H: 13.263 -18.587 9.303
H: 13.755 -16.942 10.768
H: 12.546 -20.261 5.359
C: 10.411 -15.429 14.417
C: 11.624 -14.730 13.763
C: 11.836 -13.369 14.499
F: 12.659 -12.437 14.017
F: 10.646 -12.825 14.813
F: 12.652 -15.470 13.954
F: 11.367 -14.478 12.489
O: 10.544 -15.403 15.845
C: 10.293 -16.634 16.591
C: 10.814 -16.439 18.043
F: 10.649 -15.156 18.463
F: 10.398 -17.231 19.052
F: 9.017 -16.888 16.525
F: 10.926 -17.597 15.948
H: 10.495 -16.385 13.901
H: 9.450 -15.053 14.066
H: 12.343 -13.661 15.419
H: 11.902 -16.420 17.987
C: 10.315 -15.515 3.164
Br: 11.639 -16.624 2.079
Br: 8.420 -15.338 2.546
Br: 11.103 -13.697 3.415
H: 10.305 -15.918 4.176
C: 17.140 -17.742 6.721
Br: 18.076 -18.532 5.261
Br: 17.535 -15.778 6.647
Br: 17.624 -18.504 8.459
H: 16.089 -17.958 6.527
C: 12.883 -21.883 9.076
Br: 13.864 -22.394 7.503
Br: 13.012 -23.418 10.361
Br: 10.992 -21.532 8.437
H: 13.367 -21.010 9.514
C: 9.871 -14.497 8.564
Br: 10.037 -14.850 6.568
Br: 9.473 -16.161 9.525
Br: 8.268 -13.341 8.934
H: 10.739 -13.898 8.837

Computed properties:
frontier orbital gap	9.40	eV
strongest force on any atom	5.46	eV Å⁻¹
LUMO	-0.636	eV

Atomic partial charges in e from the Mulliken method, atoms 1 to 4: atom 1 (C): -1.015, atom 2 (C): 0.068, atom 3 (O): -0.416, atom 4 (P): 0.564


Entry 2:
Entry from the OMol25 dataset: a 5-piece molecular cluster, C33H36FN2O9 overall at a distorted geometry (ωB97M-V/def2-TZVPD).

Element x y z (Å)
C: 6.281 -0.225 -0.324
C: 6.929 -1.507 -1.051
N: 6.039 -2.750 -0.941
C: 4.964 -2.580 -1.981
C: 3.541 -3.184 -1.576
O: 3.227 -4.266 -2.145
N: 2.592 -2.557 -0.661
C: 1.183 -3.002 -0.991
C: 2.793 -2.977 0.758
C: 6.894 -3.978 -1.114
C: 6.795 -4.978 0.156
C: 5.330 -5.639 0.245
F: 7.196 -4.328 1.368
H: 7.119 0.465 0.051
H: 5.666 0.382 -1.070
H: 5.664 -0.560 0.576
H: 7.945 -1.679 -0.550
H: 7.032 -1.286 -2.170
H: 5.617 -2.686 0.007
H: 5.325 -3.113 -2.932
H: 4.805 -1.489 -2.301
H: 0.838 -2.638 -2.008
H: 0.505 -2.518 -0.199
H: 1.047 -4.134 -0.844
H: 3.784 -2.661 1.217
H: 2.675 -4.120 0.819
H: 1.969 -2.560 1.441
H: 6.587 -4.622 -2.012
H: 8.002 -3.728 -1.279
H: 7.534 -5.823 -0.092
H: 4.703 -4.942 0.889
H: 5.339 -6.658 0.769
H: 4.943 -5.717 -0.827
C: 1.388 -1.727 5.003
C: 0.209 -1.954 5.581
C: -0.982 -1.148 5.237
O: -2.058 -1.353 5.765
C: -0.815 -0.082 4.226
C: 0.365 0.145 3.648
C: 1.555 -0.660 3.992
O: 2.633 -0.454 3.462
H: 2.271 -2.307 5.243
H: 0.069 -2.731 6.323
H: -1.696 0.497 3.985
H: 0.504 0.922 2.906
C: -5.091 0.600 1.488
C: -3.817 0.408 1.831
C: -2.726 1.165 1.180
O: -1.559 0.990 1.490
C: -3.101 2.143 0.138
C: -4.374 2.336 -0.205
C: -5.466 1.579 0.444
O: -6.628 1.755 0.134
H: -5.903 0.054 1.952
H: -3.525 -0.305 2.593
H: -2.291 2.687 -0.325
H: -4.666 3.048 -0.967
C: -8.966 4.168 -0.251
C: -10.133 3.621 0.088
C: -11.379 4.417 0.097
O: -12.444 3.919 0.408
C: -11.280 5.842 -0.285
C: -10.113 6.389 -0.624
C: -8.867 5.593 -0.633
O: -7.801 6.091 -0.944
H: -8.044 3.600 -0.262
H: -10.223 2.579 0.370
H: -12.202 6.410 -0.274
H: -10.023 7.431 -0.906
C: 1.620 2.206 -3.196
C: 0.436 1.986 -2.627
C: -0.748 2.797 -2.982
O: -1.829 2.596 -2.460
C: -0.568 3.860 -3.994
C: 0.617 4.081 -4.563
C: 1.802 3.269 -4.208
O: 2.883 3.467 -4.727
H: 2.498 1.623 -2.947
H: 0.286 1.211 -1.885
H: -1.446 4.444 -4.242
H: 0.767 4.855 -5.305

Computed properties:
frontier orbital gap	7.55	eV
strongest force on any atom	4.13	eV Å⁻¹
net charge	+1
LUMO	-3.519	eV

Atomic partial charges in e from the Mulliken method, atoms 1 to 4: atom 1 (C): -0.827, atom 2 (C): -0.658, atom 3 (N): 0.458, atom 4 (C): -0.655


Entry 3:
Entry from the OMol25 dataset: C32H54MnN3OP2S as an isolated structure at a distorted geometry (ωB97M-V/def2-TZVPD).

Element x y z (Å)
C: -0.559 2.323 1.111
C: -1.455 0.497 2.338
C: -1.219 3.239 1.927
C: -2.039 1.418 3.252
C: -1.923 2.779 3.045
H: -1.116 4.293 1.696
H: -2.598 1.006 4.090
H: -2.369 3.487 3.741
N: -0.678 0.989 1.292
P: 1.788 1.695 -0.300
P: -1.204 -1.981 1.110
C: 0.335 2.819 -0.021
H: -0.249 2.871 -0.953
H: 0.691 3.841 0.175
C: 1.138 -1.734 -0.646
O: 1.726 -2.612 -1.167
C: -1.651 -0.900 2.434
H: -2.219 -1.265 3.289
C: -2.860 -2.123 0.104
C: -0.800 -3.706 1.885
C: 2.420 2.011 -2.088
C: 3.007 2.433 0.974
C: -2.523 -2.686 -1.285
H: -2.135 -3.711 -1.241
H: -3.437 -2.706 -1.901
H: -1.786 -2.057 -1.802
C: -3.879 -3.007 0.830
H: -3.571 -4.057 0.888
H: -4.091 -2.628 1.839
H: -4.833 -2.988 0.277
C: -3.489 -0.734 -0.058
H: -4.384 -0.817 -0.697
H: -3.809 -0.311 0.903
H: -2.803 -0.029 -0.537
C: -0.829 -4.768 0.772
H: -0.193 -4.470 -0.075
H: -0.406 -5.705 1.167
H: -1.835 -4.997 0.403
C: 0.603 -3.759 2.493
H: 1.389 -3.518 1.773
H: 0.710 -3.096 3.357
H: 0.784 -4.789 2.848
C: -1.762 -4.019 3.037
H: -2.808 -4.112 2.737
H: -1.467 -4.977 3.493
H: -1.697 -3.255 3.820
C: 4.234 1.511 0.955
H: 4.945 1.843 1.725
H: 3.960 0.475 1.186
H: 4.756 1.508 -0.011
C: 2.347 2.407 2.360
H: 1.677 3.265 2.506
H: 1.774 1.494 2.534
H: 3.131 2.452 3.130
C: 3.417 3.898 0.729
H: 3.884 4.277 1.653
H: 4.164 4.019 -0.061
H: 2.561 4.552 0.514
C: 1.305 2.693 -2.883
H: 1.081 3.704 -2.518
H: 1.609 2.784 -3.938
H: 0.390 2.095 -2.860
C: 2.724 0.643 -2.723
H: 1.823 0.025 -2.822
H: 3.131 0.809 -3.734
H: 3.471 0.078 -2.148
C: 3.672 2.888 -2.191
H: 3.480 3.917 -1.867
H: 4.531 2.476 -1.649
H: 3.965 2.949 -3.252
Mn: 0.418 -0.327 0.154
N: -0.556 0.178 -1.481
C: -1.199 0.348 -2.444
C: -2.033 0.550 -3.671
C: -3.512 0.618 -3.273
C: -1.670 1.868 -4.370
C: -1.805 -0.607 -4.655
H: -3.862 -0.336 -2.858
H: -3.681 1.418 -2.538
H: -4.128 0.843 -4.153
H: -0.660 1.834 -4.797
H: -2.366 2.044 -5.203
H: -1.761 2.722 -3.686
H: -2.390 -0.442 -5.569
H: -0.747 -0.671 -4.945
H: -2.117 -1.567 -4.224
S: 3.939 -1.916 2.978
C: 2.717 -1.178 3.970
C: 1.675 -0.730 3.199
N: 1.833 -0.938 1.816
C: 3.005 -1.551 1.574
H: 2.775 -1.070 5.039
H: 0.785 -0.233 3.579
H: 3.394 -1.802 0.590

Computed properties:
multiplicity	6
frontier orbital gap (spin up / spin down)	4.25 / 6.94	eV
strongest force on any atom	6.56	eV Å⁻¹
net charge	+1
LUMO (spin up / spin down)	-2.144 / -3.618	eV

Atomic partial charges in e from the Mulliken method, atoms 1 to 4: atom 1 (C): -0.455, atom 2 (C): -0.375, atom 3 (C): -0.493, atom 4 (C): -0.862


Entry 4:
Entry from the OMol25 dataset: a single C5H10N4 molecule at a distorted geometry (ωB97M-V/def2-TZVPD).

Element x y z (Å)
H: 1.469 2.644 -0.125
N: 0.513 2.337 -0.060
C: 0.538 1.067 0.005
C: -0.744 0.346 0.064
C: -2.048 1.205 0.099
N: -0.814 -0.911 0.024
N: -1.955 -1.612 0.035
N: 1.822 0.382 0.015
C: 2.089 -0.854 0.788
C: 2.116 -0.837 -0.695
H: -1.803 2.237 0.354
H: -2.573 1.177 -0.865
H: -2.672 0.807 0.914
H: -1.822 -2.543 -0.295
H: -2.746 -1.204 -0.459
H: 2.995 -0.796 1.369
H: 1.265 -1.343 1.264
H: 3.070 -0.825 -1.173
H: 1.300 -1.277 -1.260

Computed properties:
frontier orbital gap	9.92	eV
energy relative to the best compared isomer or geometry (same formula, charge and spin)	2.917	eV
strongest force on any atom	3.11	eV Å⁻¹
SMILES	[H]/N=C(/C(C)=N/N)N1CC1
LUMO	0.967	eV

Atomic partial charges in e from the Mulliken method, atoms 1 to 4: atom 1 (H): 0.337, atom 2 (N): -0.664, atom 3 (C): 0.035, atom 4 (C): 1.229


Entry 5:
Entry from the OMol25 dataset: a 2-piece molecular cluster, C3H7N2O overall at a distorted geometry (ωB97M-V/def2-TZVPD).

Element x y z (Å)
C: 2.555 0.866 0.352
C: -0.815 0.393 0.791
C: -1.555 0.220 -0.452
N: 0.554 -1.203 -0.435
N: -0.078 0.013 -0.447
O: 2.365 -0.256 0.348
H: 2.356 1.944 0.221
H: -0.701 1.489 1.108
H: -0.953 -0.384 1.467
H: -2.238 -0.710 -0.506
H: -1.885 1.030 -1.032
H: 0.422 -1.474 -1.468
H: -0.028 -1.928 0.052

Computed properties:
frontier orbital gap (spin up / spin down)	7.13 / 7.13	eV
energy relative to the best compared isomer or geometry (same formula, charge and spin)	6.644	eV
strongest force on any atom	4.48	eV Å⁻¹
net charge	+1
LUMO (spin up / spin down)	-6.281 / -6.282	eV

Atomic partial charges in e from the Mulliken method, atoms 1 to 4: atom 1 (C): 0.425, atom 2 (C): -0.483, atom 3 (C): -0.265, atom 4 (N): -0.476